(1)
15
Properties=species:S:1:pos:R:3 method="wB97M-V/def2-TZVPD" smiles="CCO/C=N/C" molar_mass_g_mol=87.1 e_lumo_ev=1.13 orbital_gap_ev=10.8
O -0.578 0.649 0.539
N 1.416 -0.198 -0.259
C 2.858 0.006 -0.204
C -2.756 -0.189 0.026
C -1.267 -0.388 -0.157
C 0.752 0.640 0.413
H -3.286 -0.985 -0.507
H -3.043 -0.237 1.081
H 3.355 -0.713 -0.860
H 1.169 1.473 0.988
H -0.930 -1.352 0.237
H 3.128 1.024 -0.519
H -0.974 -0.344 -1.210
H 3.242 -0.156 0.812
H -3.086 0.771 -0.382



(2)
14
Properties=species:S:1:pos:R:3 method="wB97M-V/def2-TZVPD" molar_mass_g_mol=141.2 e_lumo_ev=-0.44 orbital_gap_ev=9.3
S 1.180 1.012 -0.367
S 3.215 0.192 0.113
O 3.192 -1.259 0.142
O -0.671 -1.537 -0.215
N -1.873 0.323 -1.131
C -1.290 -0.299 0.030
C -0.349 0.694 0.704
H -2.106 -0.517 0.732
H -0.814 1.672 0.782
H -2.609 -0.253 -1.514
H 3.098 0.557 1.485
H -1.174 0.463 -1.850
H 0.210 -1.384 -0.583
H -0.009 0.336 1.671



(3)
74
Properties=species:S:1:pos:R:3 method="wB97M-V/def2-TZVPD" molar_mass_g_mol=695.9 e_lumo_ev=0.47 orbital_gap_ev=7.8
Y -0.393 -0.279 -0.570
S -1.347 -2.731 0.076
S 0.010 1.660 -2.415
S 1.006 -2.233 -2.286
S 2.290 -1.049 0.335
S -2.927 1.068 -0.813
Si -0.654 1.915 2.361
O -0.463 0.802 1.190
N 3.521 0.401 2.197
N -1.900 -1.036 -2.976
N 2.072 -1.212 2.984
C -3.468 3.630 -1.483
C -3.766 0.242 -2.187
C -1.309 1.056 3.898
C -1.082 4.115 -2.780
C 1.268 -2.418 2.795
C 2.627 -0.591 1.939
C -0.051 -3.862 -0.279
C -2.041 -0.013 -5.536
C 0.956 2.797 2.726
C 1.996 -5.785 -0.691
C -2.824 -0.130 -3.294
C 3.882 1.346 1.147
C -0.227 -2.668 -3.553
C 0.008 -5.055 0.460
C 1.006 -5.993 0.263
C -2.507 2.620 -1.577
C -1.136 -1.014 -5.229
C 1.956 -4.626 -1.446
C -1.278 2.839 -2.224
C 4.556 0.243 3.216
C -2.925 0.419 -4.562
C -1.880 3.226 1.836
C 1.997 -0.620 4.318
C -3.248 4.873 -2.044
C -2.041 5.107 -2.696
C -1.109 -1.511 -3.933
C 0.948 -3.682 -1.255
H 0.837 3.490 3.566
H -0.456 -1.405 -5.975
H 2.275 0.428 4.286
H -3.671 1.176 -4.770
H 0.266 -2.178 2.436
H 4.288 2.237 1.626
H -3.997 5.650 -1.964
H -0.143 4.309 -3.283
H 1.262 3.382 1.851
H -1.541 3.726 0.923
H -4.581 0.871 -2.537
H 3.004 1.622 0.570
H -4.183 -0.669 -1.755
H -4.389 3.426 -0.950
H -1.842 6.076 -3.139
H 0.289 -3.063 -4.425
H 2.783 -6.512 -0.845
H -0.972 1.527 4.827
H -2.009 3.990 2.611
H -2.404 1.060 3.902
H -2.070 0.413 -6.532
H 2.715 -4.435 -2.196
H -2.863 2.788 1.634
H 4.559 1.084 3.913
H -0.995 0.008 3.903
H 1.204 -2.928 3.755
H -0.754 -5.225 1.212
H 4.419 -0.679 3.770
H 1.768 2.108 2.966
H 2.639 -1.144 5.029
H 4.630 0.926 0.470
H 1.014 -6.895 0.864
H 5.531 0.199 2.724
H 0.968 -0.690 4.670
H -0.848 -3.451 -3.120
H 1.738 -3.074 2.067



(4)
21
Properties=species:S:1:pos:R:3 method="wB97M-V/def2-TZVPD" smiles=CC(C)O.O.O.O molar_mass_g_mol=114.1 e_lumo_ev=0.68 orbital_gap_ev=11.1
O 0.782 0.228 -1.104
O 0.305 2.057 1.545
O 0.033 -0.541 2.913
O -0.244 2.888 -1.307
C 0.925 -2.036 -0.366
C -1.258 -1.023 -0.782
C 0.127 -1.034 -1.147
H -0.347 3.572 -1.938
H -0.642 -0.749 3.582
H 0.093 0.413 2.761
H 0.683 0.447 -0.134
H 1.925 -1.899 -0.635
H 1.087 2.618 1.741
H -1.836 -0.333 -1.427
H 0.104 -1.277 -2.174
H -0.284 2.039 -1.720
H 0.275 2.272 0.592
H -1.651 -2.036 -0.880
H 0.513 -3.037 -0.607
H -1.422 -0.688 0.288
H 0.832 -1.879 0.801



(5)
12
Properties=species:S:1:pos:R:3 method="wB97M-V/def2-TZVPD" molar_mass_g_mol=78.1 e_lumo_ev=-0.38 orbital_gap_ev=8.3
C -0.393 -1.145 0.740
C -0.097 1.231 -0.365
C -0.730 -0.164 -0.203
C -2.162 -0.815 -2.119
C -1.301 -1.017 -1.264
C -0.087 -1.625 -0.655
H 0.809 -1.673 -1.183
H 1.074 1.314 -0.479
H -1.174 -1.655 1.347
H -0.404 1.904 0.443
H 0.466 -1.015 1.458
H -0.548 1.440 -1.390



(6)
21
Properties=species:S:1:pos:R:3 method="wB97M-V/def2-TZVPD" molar_mass_g_mol=391.2 charge=-1 e_lumo_ev=2.27 orbital_gap_ev=7.5
Pt 0.266 -0.046 0.131
O -0.413 2.866 2.801
O -3.377 1.308 -0.916
O 0.649 1.370 1.536
N 5.638 -3.090 1.454
N 4.396 -1.720 -0.191
N -1.576 0.576 0.332
N 2.148 -0.785 -0.016
N -0.398 -0.518 -1.819
C 3.212 -1.250 -0.023
C -1.871 -0.342 -1.828
C 5.015 -2.438 0.725
C -2.341 0.669 -0.752
C -1.759 1.295 1.576
C -0.431 1.934 2.024
H -2.245 -0.040 -2.806
H 0.036 0.294 -2.248
H -0.082 -1.339 -2.322
H -2.589 1.997 1.541
H -1.959 0.558 2.364
H -2.320 -1.299 -1.561



(7)
15
Properties=species:S:1:pos:R:3 method="wB97M-V/def2-TZVPD" molar_mass_g_mol=114.1 s2=0.758 e_lumo_ev="0.08 / -4.50" orbital_gap_ev="11.3 / 6.7" multiplicity=2
O 0.102 -1.242 -3.310
O -0.409 0.515 -1.126
O -0.096 0.351 0.966
O -2.865 -0.824 -0.031
O 0.628 0.385 3.728
N 1.739 0.719 -0.315
C 0.379 0.607 -0.166
H -0.791 -0.874 -3.374
H 2.098 1.430 0.330
H 1.204 -0.379 3.818
H -2.008 -0.731 -0.470
H 0.265 -1.129 -2.369
H 2.022 1.004 -1.250
H 0.487 0.503 2.772
H -2.754 -0.334 0.797



(8)
16
Properties=species:S:1:pos:R:3 method="wB97M-V/def2-TZVPD" molar_mass_g_mol=121.2 s2=2.012 charge=+1 e_lumo_ev="-3.05 / -7.71" orbital_gap_ev="6.5 / 6.3" multiplicity=3
S -2.008 0.335 0.911
N 0.388 -2.331 -0.946
N 0.369 -0.540 0.466
N -1.495 -1.840 0.248
N 0.351 1.370 1.671
C -0.301 -1.597 -0.068
C -0.286 0.436 1.042
H -0.229 -2.678 -1.629
H 1.328 1.201 1.914
H 1.406 -0.306 0.212
H -0.809 1.003 -1.913
H -0.748 1.395 -1.273
H -1.940 -2.606 -0.163
H -0.150 2.006 2.222
H 1.467 -2.188 -1.134
H -2.358 1.531 1.598



Result set for largest force on an atom: 0.59, 2.68, 0.30, 3.78, 5.15, 0.95, 2.11, 4.40 eV/Å, one per record in the order listed.
Result set for energy relative to the best compared isomer or geometry (same formula, charge and spin): 139.4, 204.8, 0.0, 73.2, 707.0, 0.0, 11.8, 189.4 kJ/mol, one per record in the order listed.